1.
This record from the Open Molecules 2025 dataset describes a 9-piece molecular cluster, C42H84Cl6NO8P overall in a non-equilibrium geometry. The level of theory is ωB97M-V with the def2-TZVPD basis set.

## Properties
- ΔE to the lowest compared entry with this formula, charge and spin: 194.73 kJ/mol

The geometry in ORCA input format:
```
! wB97M-V def2-TZVPD RIJCOSX def2/J DEFGRID3
* xyz 0 1
Cl -5.42 -2.71 0.42
Cl -4.98 -1.17 2.70
Cl -2.95 -5.08 2.52
Cl -0.51 -2.82 5.28
Cl -4.49 -6.11 0.32
Cl -1.70 -0.23 4.71
P -1.86 3.62 0.29
O 2.17 1.96 2.41
O -1.69 0.52 1.02
O 4.05 2.44 3.57
O -0.45 -2.92 -0.31
O 2.55 -5.36 4.45
O 3.57 -3.78 3.34
O -0.95 1.31 -5.34
O -0.57 3.25 -4.36
N 3.32 -2.58 -1.90
C 2.10 2.49 -0.49
C 1.40 -1.31 -2.97
C 0.31 -5.08 3.90
C 1.31 -5.95 4.76
C -4.26 2.05 3.41
C -1.50 5.56 -1.77
C 8.10 -4.37 -1.03
C 2.31 -0.23 2.17
C -2.90 3.50 1.83
C -0.83 2.08 -4.24
C -5.99 0.83 -1.80
C -4.20 -1.83 1.24
C 3.26 1.62 3.20
C -1.68 6.99 -2.27
C 0.82 3.37 -0.59
C 4.80 -2.22 -1.53
C 7.21 -3.09 -1.35
C 5.74 -3.45 -1.43
C -2.02 5.27 -0.40
C -0.94 -1.98 0.58
C -3.85 2.79 4.68
C -0.95 -1.67 4.02
C 3.15 -2.87 -3.41
C 3.31 0.08 3.32
C -4.45 1.09 -1.68
C -2.03 0.17 -3.74
C 1.72 -2.57 -3.80
C 1.34 0.88 2.07
C -0.11 3.11 0.59
C 2.72 -3.63 -0.95
C 3.10 2.70 -1.64
C -2.97 -5.21 0.74
C 1.16 -4.21 2.95
C -1.28 1.29 -3.05
C -1.42 0.02 -5.11
C -1.39 -0.55 0.16
C -0.77 7.98 -1.60
C 2.45 -1.31 -1.85
C -2.51 2.45 -1.05
C -4.06 2.51 -1.29
C 2.54 -4.36 3.61
C -3.23 2.13 2.30
H 2.06 -1.17 -0.84
H 0.28 3.21 -1.52
H 1.07 -6.17 5.79
H 3.27 -3.96 -3.41
H -0.48 -5.74 3.56
H 0.16 3.51 1.56
H 5.50 -4.14 -0.63
H -1.52 5.87 0.35
H 4.68 -1.69 -0.59
H 3.42 -4.47 -0.97
H -2.96 -4.23 0.27
H -2.54 4.21 2.58
H -3.45 1.49 1.45
H -1.76 -2.39 1.18
H 2.61 2.67 0.45
H 2.87 -0.28 4.25
H 2.63 -3.25 0.07
H 7.48 -2.26 -0.70
H -2.32 1.65 2.67
H -1.76 1.98 -2.35
H -3.89 3.80 1.48
H -4.24 0.42 -0.84
H -3.40 -2.51 1.55
H -2.27 -0.65 -0.50
H 3.15 -0.48 -1.95
H -0.36 1.00 -2.55
H -4.01 0.73 -2.61
H -4.32 3.08 -2.18
H -0.87 7.96 -0.51
H 1.80 -1.17 2.38
H -1.49 7.15 -3.33
H -1.65 -2.13 3.33
H 1.49 -0.37 -3.52
H -0.54 -0.64 -5.14
H 0.30 7.81 -1.72
H -6.28 1.32 -2.73
H -2.18 -0.27 -5.83
H 1.71 1.47 -0.43
H 5.62 -4.00 -2.37
H -4.19 1.00 3.68
H 7.57 -2.71 -2.31
H 3.91 -2.34 -3.98
H -0.05 -1.40 3.47
H 4.17 2.56 -1.45
H -6.13 -0.25 -1.86
H 0.41 -1.38 -2.52
H -0.98 8.99 -1.94
H -5.24 2.35 3.05
H -6.58 1.18 -0.96
H 8.56 -4.34 -0.04
H -2.63 7.42 -1.94
H 1.74 -3.98 -1.29
H 2.76 2.06 -2.46
H 0.84 -3.18 3.10
H -3.76 -1.05 0.63
H 1.04 0.88 1.02
H -0.28 -4.54 4.65
H -1.97 -0.69 -3.08
H -0.23 2.04 0.80
H -3.08 0.44 -3.75
H 3.09 3.77 -1.84
H -2.82 2.59 4.99
H 1.22 -3.43 -3.34
H -3.07 5.55 -0.45
H 8.96 -4.32 -1.70
H 2.93 -0.40 1.29
H -2.14 -5.84 0.46
H -0.42 5.43 -1.80
H 0.48 0.75 2.73
H 5.17 -1.51 -2.27
H -1.93 2.71 -1.93
H 1.55 -2.52 -4.87
H -4.40 2.80 5.62
H -1.98 4.93 -2.53
H 1.32 -6.90 4.23
H -4.74 2.89 -0.53
H 4.31 -0.19 2.98
H 1.17 4.40 -0.65
H -3.66 3.82 4.37
H -0.18 -1.75 1.36
H 1.16 -4.57 1.92
H -0.66 -0.20 -0.59
H -2.32 1.52 -0.50
H 7.67 -5.37 -1.12
*
```

Atomic partial charges in e from the Löwdin method, atoms 1 to 6: atom 1 (Cl): 0.562, atom 2 (Cl): 0.570, atom 3 (Cl): 0.543, atom 4 (Cl): 0.683, atom 5 (Cl): 0.449, atom 6 (Cl): 0.603

***

2.
This record from the Open Molecules 2025 dataset describes one molecule with the formula C24H17ClN2O. The level of theory is ωB97M-V with the def2-TZVPD basis set.

## Properties
- ΔE to the lowest compared entry with this formula, charge and spin: 0.00 kJ/mol

The geometry in ORCA input format:
```
! wB97M-V def2-TZVPD RIJCOSX def2/J DEFGRID3
* xyz 0 1
Cl -2.42 5.39 2.46
O -0.94 -1.23 -2.44
N 0.44 -1.54 -0.69
N 0.34 1.48 -2.25
C 1.42 1.68 0.95
C 1.02 -5.66 -3.58
C -0.14 -1.94 -1.87
C 2.28 2.12 1.95
C 1.68 -2.01 1.30
C 1.03 -2.42 0.20
C -2.10 3.80 1.87
C 1.99 -4.80 -3.09
C 0.17 -0.16 -0.25
C 0.22 0.72 -1.40
C -0.32 -5.31 -3.49
C -1.58 2.84 2.72
C -2.37 3.49 0.54
C 0.28 -3.26 -2.41
C 1.20 0.32 0.76
C -2.11 2.22 0.08
C 1.87 -0.61 1.56
C -1.59 1.25 0.92
C -1.25 -0.11 0.39
C 1.63 -3.60 -2.51
C -1.33 1.57 2.24
C 2.73 -0.15 2.56
C -0.69 -4.11 -2.92
C 2.92 1.20 2.76
H 3.59 1.54 3.54
H -1.27 -0.85 1.20
H 0.91 2.40 0.32
H 3.03 -5.06 -3.17
H 2.10 -2.74 1.98
H -1.97 -0.41 -0.38
H -1.08 -5.98 -3.88
H 2.43 3.17 2.09
H -2.78 4.24 -0.12
H 0.91 -3.46 -0.04
H -1.73 -3.82 -2.87
H 2.39 -2.92 -2.14
H -1.38 3.09 3.75
H -2.32 1.98 -0.96
H -0.92 0.83 2.91
H 1.30 -6.60 -4.03
H 3.24 -0.88 3.18
*
```

Atomic partial charges in e from the natural (NBO) method, atoms 1 to 6: atom 1 (Cl): 0.005, atom 2 (O): -0.570, atom 3 (N): -0.445, atom 4 (N): -0.303, atom 5 (C): -0.196, atom 6 (C): -0.195

***

3.
This record from the Open Molecules 2025 dataset describes a 3-piece molecular cluster, C6H16O2 overall in a non-equilibrium geometry. The level of theory is ωB97M-V with the def2-TZVPD basis set.

## Properties
- ΔE to the lowest compared entry with this formula, charge and spin: 285.21 kJ/mol

The geometry in ORCA input format:
```
! wB97M-V def2-TZVPD RIJCOSX def2/J DEFGRID3
* xyz 0 1
O -2.42 5.20 4.38
O 1.91 -1.02 4.42
C -0.76 -1.21 -2.03
C -0.83 -2.08 0.37
C -1.11 -0.93 -0.60
C 2.22 1.15 -2.43
C 1.03 0.69 -2.61
C 0.69 -0.76 -2.36
H -0.70 0.12 -0.26
H -1.11 -2.26 -2.09
H 0.10 1.31 -2.82
H 2.23 2.27 -2.46
H -0.14 -2.86 -0.09
H -1.87 4.70 3.80
H 3.03 0.48 -2.21
H -1.44 -0.61 -2.89
H -1.62 -2.76 0.44
H -0.30 -1.76 1.29
H 0.98 -0.90 4.34
H -2.89 4.47 4.85
H -2.16 -0.70 -0.56
H 2.43 -0.25 4.04
H 1.44 -1.00 -1.39
H 1.26 -1.29 -3.11
*
```

Atomic partial charges in e from the natural (NBO) method, atoms 1 to 6: atom 1 (O): -0.927, atom 2 (O): -0.954, atom 3 (C): -0.393, atom 4 (C): -0.630, atom 5 (C): -0.414, atom 6 (C): -0.428

***

Frontier orbital gap
In order: 6.1 8.5 10.0
Unit: eV